{"formula": "C31H74N6O12", "method": "wB97M-V/def2-TZVPD", "gap_ha": 0.3345, "energy_ha": -2456.84793, "smiles": "C[C@H](O)CNCCO[C@@H]1OC(=O)O[C@@H]1CCC(=O)O.COC[C@@H](C)N.COC[C@@H](C)N.COC[C@@H](C)N.COC[C@@H](C)N.COC[C@@H](C)N", "lumo_energy_ev": 0.266, "homo_energy_ev": -8.83, "fmax_ha_per_bohr": 0.03576, "species": ["C", "C", "O", "C", "N", "C", "C", "O", "C", "O", "C", "O", "O", "C", "C", "C", "C", "O", "O", "H", "H", "H", "H", "H", "H", "H", "H", "H", "H", "H", "H", "H", "H", "H", "H", "H", "H", "H", "C", "O", "C", "C", "C", "N", "H", "H", "H", "H", "H", "H", "H", "H", "H", "H", "H", "C", "O", "C", "C", "C", "N", "H", "H", "H", "H", "H", "H", "H", "H", "H", "H", "H", "C", "O", "C", "C", "C", "N", "H", "H", "H", "H", "H", "H", "H", "H", "H", "H", "H", "C", "O", "C", "C", "C", "N", "H", "H", "H", "H", "H", "H", "H", "H", "H", "H", "H", "C", "O", "C", "C", "C", "N", "H", "H", "H", "H", "H", "H", "H", "H", "H", "H", "H"], "coordinates": [[0.35953, 2.16875, 5.60040], [-0.90130, 2.05459, 6.47876], [-0.55776, 1.68709, 7.80922], [-1.93224, 1.09440, 5.80759], [-2.74594, 0.33345, 6.73830], [-2.21107, -0.96522, 7.10145], [-2.08317, -1.94447, 5.91626], [-0.82145, -2.64348, 5.94097], [0.06512, -2.13714, 5.03645], [-0.29867, -2.36013, 3.66808], [0.83822, -1.95302, 3.02347], [0.86529, -1.28698, 2.06580], [1.90655, -2.40975, 3.70763], [1.53092, -2.63398, 5.09813], [1.83888, -4.10029, 5.42389], [1.04236, -4.71158, 6.58935], [-0.02798, -5.68066, 6.14465], [-0.32160, -5.90193, 5.01853], [-0.67803, -6.29613, 7.19214], [1.08346, 1.39128, 5.88241], [0.83302, 3.14632, 5.74274], [0.10686, 2.05083, 4.54061], [-1.36163, 3.04946, 6.53240], [0.14971, 1.02719, 7.75871], [-2.60726, 1.72987, 5.21900], [-1.41211, 0.45360, 5.07311], [-3.70518, 0.25895, 6.42859], [-2.86505, -1.40805, 7.86332], [-1.22462, -0.84399, 7.56642], [-2.17647, -1.40602, 4.96433], [-2.87871, -2.69653, 5.93403], [0.11918, -1.03432, 5.16372], [2.09918, -1.93118, 5.71383], [1.71185, -4.67951, 4.50365], [2.90482, -4.15838, 5.68081], [1.71488, -5.29054, 7.23974], [0.58631, -3.96151, 7.23967], [-0.42939, -7.23508, 7.21188], [-0.04532, -7.88099, 2.52182], [0.04832, -9.25416, 2.17685], [-1.10506, -10.02224, 2.44891], [-2.21487, -9.92393, 1.39376], [-3.00116, -8.61741, 1.43642], [-1.71516, -10.13608, 0.03289], [-0.64297, -7.73165, 3.42160], [-0.46527, -7.29058, 1.70387], [0.96654, -7.52325, 2.71090], [-0.76010, -11.05966, 2.47938], [-1.49617, -9.77756, 3.44661], [-2.91572, -10.73565, 1.61433], [-2.45049, -7.80019, 0.97102], [-3.93631, -8.72812, 0.88774], [-3.23929, -8.32892, 2.46206], [-1.30421, -11.06208, -0.03803], [-0.93930, -9.49668, -0.11875], [1.95102, -0.20626, -0.52868], [2.81927, 0.47334, -1.41925], [3.71903, -0.33481, -2.14713], [3.11046, -1.01918, -3.37932], [2.24394, -2.23307, -3.05711], [2.33378, -0.08138, -4.19226], [2.44317, -1.05905, -0.05619], [1.04126, -0.53951, -1.03334], [1.66680, 0.49808, 0.25192], [4.49481, 0.35315, -2.49500], [4.20183, -1.06825, -1.48605], [3.95458, -1.36834, -3.98254], [1.25921, -1.93923, -2.69331], [2.09001, -2.82924, -3.95650], [2.71231, -2.86922, -2.30302], [2.94744, 0.67543, -4.49001], [1.66267, 0.36965, -3.57438], [2.35359, 6.85264, -5.22332], [3.22875, 6.33489, -4.23661], [2.66002, 5.37884, -3.36374], [2.55372, 3.96330, -3.94358], [1.43684, 3.80362, -4.96761], [3.81610, 3.51349, -4.54125], [1.33065, 6.94562, -4.84609], [2.35128, 6.23425, -6.12155], [2.71838, 7.84310, -5.49732], [3.32533, 5.34566, -2.49673], [1.67885, 5.72579, -3.00921], [2.32887, 3.29641, -3.10468], [1.70593, 4.21605, -5.93950], [1.21591, 2.74530, -5.11808], [0.52018, 4.29270, -4.63133], [4.53835, 3.50527, -3.82657], [4.11387, 4.22961, -5.19912], [0.02717, 3.18866, 1.33143], [-1.29730, 2.70273, 1.43756], [-2.15683, 3.03491, 0.36355], [-2.02580, 2.14629, -0.88116], [-0.78387, 2.42697, -1.72280], [-2.07284, 0.71617, -0.56591], [0.06092, 4.17914, 0.86749], [0.66137, 2.50190, 0.76563], [0.43103, 3.26048, 2.34132], [-3.16795, 2.91252, 0.76057], [-2.03554, 4.09475, 0.09951], [-2.89888, 2.37090, -1.50273], [0.11148, 1.98009, -1.28949], [-0.90486, 1.99678, -2.71767], [-0.61295, 3.50061, -1.83510], [-2.95954, 0.49130, -0.12474], [-1.37159, 0.51913, 0.14424], [-0.70666, 7.58518, -6.90592], [-0.17304, 6.34382, -7.33121], [-0.99837, 5.22041, -7.07745], [-2.14664, 5.01502, -8.07454], [-3.31593, 5.97909, -7.89596], [-1.69625, 5.06681, -9.46756], [-1.28546, 7.48076, -5.98289], [-1.33494, 8.01974, -7.68624], [0.12740, 8.26275, -6.72309], [-0.33792, 4.35365, -7.14539], [-1.37704, 5.25790, -6.04650], [-2.52633, 4.00508, -7.89118], [-3.09915, 6.96027, -8.31790], [-4.19532, 5.59605, -8.41297], [-3.57027, 6.10641, -6.84170], [-1.01275, 4.33394, -9.63251], [-1.18353, 5.93438, -9.60166]], "forces_ev_per_angstrom": [[-0.298, 0.263, 0.190], [0.194, -0.148, -0.474], [0.147, -0.097, -0.196], [-0.196, 0.296, 0.029], [0.092, 0.084, -0.006], [-0.122, -0.189, 0.010], [-0.191, 0.127, -0.053], [-0.005, -0.516, -0.473], [0.324, 0.600, 0.606], [-0.012, 0.367, 0.204], [-0.465, -1.138, 1.359], [0.156, 0.635, -1.719], [0.498, 0.626, 0.488], [-0.476, -0.577, -0.483], [0.097, 0.192, 0.255], [0.334, -0.240, 0.122], [0.000, 0.423, 0.553], [-0.076, -0.250, -0.835], [0.541, -0.153, 0.402], [-0.115, 0.052, -0.161], [0.044, -0.251, -0.029], [0.088, 0.037, 0.127], [0.035, -0.269, 0.300], [-0.220, 0.248, 0.071], [0.197, -0.152, -0.007], [-0.025, 0.074, 0.165], [0.097, 0.012, -0.012], [0.186, 0.138, -0.077], [-0.170, 0.035, -0.113], [0.003, -0.156, 0.210], [0.272, 0.011, 0.042], [-0.096, -0.190, -0.114], [0.044, -0.217, -0.056], [-0.187, 0.037, 0.252], [-0.203, 0.088, -0.162], [-0.157, 0.118, -0.127], [-0.003, -0.128, -0.079], [-0.403, 0.242, -0.176], [0.107, -0.093, -0.117], [-0.027, 0.064, 0.002], [-0.002, -0.137, 0.039], [0.038, 0.130, -0.074], [-0.090, 0.002, 0.021], [0.090, -0.074, 0.088], [-0.040, 0.014, -0.001], [-0.052, 0.043, 0.061], [0.000, -0.024, 0.019], [0.029, 0.018, -0.013], [-0.041, 0.046, -0.028], [0.027, -0.028, 0.034], [0.043, -0.013, 0.018], [0.029, -0.006, -0.030], [0.013, 0.003, -0.002], [-0.065, -0.008, -0.026], [-0.055, 0.030, -0.032], [0.030, 0.107, -0.086], [-0.048, 0.104, 0.091], [0.140, 0.019, -0.099], [-0.208, -0.030, 0.104], [0.037, -0.083, 0.000], [0.215, 0.186, 0.004], [-0.004, -0.017, -0.018], [-0.023, -0.108, 0.046], [0.047, -0.023, 0.017], [-0.009, -0.001, 0.004], [-0.080, -0.031, 0.015], [0.026, 0.047, -0.003], [0.017, 0.031, 0.027], [-0.019, 0.036, -0.009], [-0.004, 0.008, 0.001], [-0.059, 0.000, -0.117], [-0.062, -0.060, -0.045], [0.210, 0.019, -0.030], [-0.073, 0.046, 0.022], [0.021, -0.029, 0.127], [0.022, 0.025, -0.168], [-0.129, -0.172, 0.030], [0.003, 0.041, 0.162], [-0.016, -0.055, 0.005], [-0.149, 0.010, -0.014], [0.015, 0.004, 0.059], [0.026, 0.023, -0.038], [-0.029, -0.020, -0.050], [0.032, 0.023, 0.061], [0.048, 0.059, 0.032], [0.039, 0.006, -0.014], [0.009, 0.014, -0.001], [-0.014, -0.077, -0.006], [-0.001, -0.078, -0.061], [0.017, -0.171, 0.063], [0.038, 0.049, -0.004], [-0.118, 0.018, 0.011], [0.161, -0.111, 0.029], [0.018, 0.039, -0.092], [-0.061, 0.099, 0.133], [-0.029, 0.006, -0.030], [0.028, 0.093, -0.066], [-0.031, 0.028, 0.008], [0.016, -0.016, 0.025], [0.045, -0.015, -0.046], [-0.028, 0.034, 0.039], [0.005, 0.016, 0.053], [-0.003, -0.026, 0.021], [0.006, -0.010, 0.005], [-0.008, -0.023, -0.079], [0.052, -0.032, -0.066], [0.115, -0.056, -0.210], [-0.079, 0.011, 0.130], [0.005, -0.130, -0.024], [-0.009, 0.176, -0.074], [-0.082, -0.035, 0.034], [0.126, -0.046, 0.085], [-0.032, -0.014, -0.011], [-0.087, 0.095, 0.120], [0.026, -0.042, -0.006], [0.042, 0.036, -0.022], [-0.065, 0.039, -0.018], [0.044, -0.023, 0.033], [0.040, 0.001, 0.011], [0.026, 0.002, -0.030], [0.008, 0.004, -0.004], [-0.067, -0.031, -0.027], [-0.062, 0.010, -0.030]], "lowdin_charge": [-0.04, -0.40, -0.04, -0.18, -0.06, -0.18, -0.13, -0.05, -0.32, 0.12, -0.55, 0.21, 0.09, -0.15, -0.09, -0.09, -0.50, 0.14, 0.07, 0.08, 0.08, 0.07, 0.14, 0.08, 0.13, 0.09, 0.11, 0.12, 0.11, 0.12, 0.13, 0.16, 0.16, 0.13, 0.12, 0.13, 0.13, 0.12, -0.10, -0.19, -0.22, -0.44, -0.07, 0.04, 0.07, 0.08, 0.09, 0.12, 0.12, 0.13, 0.07, 0.07, 0.08, 0.07, 0.07, -0.12, -0.20, -0.21, -0.43, -0.07, 0.05, 0.09, 0.08, 0.06, 0.12, 0.12, 0.13, 0.07, 0.07, 0.08, 0.06, 0.06, -0.11, -0.18, -0.21, -0.43, -0.07, 0.05, 0.08, 0.08, 0.09, 0.12, 0.12, 0.13, 0.06, 0.07, 0.07, 0.07, 0.07, -0.10, -0.19, -0.21, -0.43, -0.07, 0.05, 0.09, 0.07, 0.08, 0.12, 0.12, 0.13, 0.05, 0.08, 0.07, 0.07, 0.07, -0.11, -0.20, -0.22, -0.43, -0.07, 0.04, 0.09, 0.08, 0.08, 0.11, 0.12, 0.14, 0.06, 0.08, 0.08, 0.07, 0.07]}